(1)
The following is a quantum chemistry calculation of C15H41NO8Si2 as an isolated structure, from the OMol25 dataset.

**Lowest unoccupied orbital energy**: 0.582 eV

Each line ends with the natural charge from an NBO analysis.
Element x y z (Å)
O1 -5.44 2.69 2.07  -0.5569
H1 5.97 -1.67 -3.28  0.1911
C1 2.74 -0.77 -0.07  -0.9914
H2 -2.41 -0.46 2.74  0.1601
C2 -6.28 3.76 2.47  -0.2527
H3 -3.29 6.01 1.89  0.1908
C3 3.98 -4.56 -5.35  -0.0871
H4 3.17 1.63 -1.34  -0.2072
H5 0.21 0.86 0.22  -0.2319
C4 -2.18 -0.85 3.74  -0.0821
Si1 2.64 0.28 -1.65  1.4611
H6 5.76 -1.04 -4.92  0.1693
H7 -3.67 -0.31 -1.30  0.3629
C5 -2.37 1.46 4.21  -0.2617
O2 4.03 0.55 1.47  -0.5438
H8 -3.74 3.06 -0.80  0.1981
H9 2.90 -2.74 -5.62  0.1843
O3 -2.40 0.14 4.72  -0.5496
H10 -2.05 4.77 1.60  0.1674
H11 -5.23 1.57 0.39  0.1809
C6 -3.13 4.95 1.71  -0.2522
H12 4.54 -2.71 -6.29  0.1739
H13 -1.70 -0.63 -2.49  0.2249
C7 -1.61 -0.45 -1.41  -0.6887
H14 1.83 -1.36 0.04  0.2472
H15 6.38 -2.70 -4.68  0.1804
H16 -2.93 -0.05 0.12  0.3559
H17 6.72 -5.56 -3.85  0.1917
H18 -0.73 2.15 -1.59  -0.2000
C8 5.69 -1.94 -4.30  -0.2547
H19 -5.95 4.71 2.04  0.1795
H20 -2.38 2.13 5.07  0.1913
H21 -1.35 -1.41 -0.95  0.1982
Si2 -0.25 0.81 -1.20  1.4544
C9 5.64 -5.37 -3.86  -0.2526
H22 3.57 -4.98 -6.27  0.1847
H23 -2.86 -1.69 3.94  0.1855
H24 1.59 -0.52 4.97  0.1709
C10 0.86 0.18 4.56  -0.2563
H25 1.38 1.07 4.21  0.1950
O4 4.36 -2.42 -4.25  -0.5540
H26 -1.47 1.64 3.62  0.1748
H27 2.06 0.27 1.75  0.1276
H28 0.15 0.46 5.34  0.1821
H29 3.35 -4.89 -4.51  0.1705
H30 3.60 -1.44 -0.21  0.2679
C11 2.96 0.07 1.14  0.4366
H31 5.41 -4.56 -3.17  0.1769
H32 3.42 -0.35 -2.72  -0.1849
H33 -7.32 3.58 2.17  0.1669
H34 -0.53 -1.80 4.75  0.1764
O5 -3.82 4.62 0.52  -0.5513
O6 1.06 0.39 -2.12  -1.2448
H35 -3.25 1.67 3.59  0.1812
O7 5.30 -5.04 -5.20  -0.5498
H36 -6.23 3.82 3.55  0.1906
H37 -3.50 4.38 2.56  0.1732
H38 5.12 -6.27 -3.53  0.1660
O8 0.19 -0.37 3.44  -0.5595
C12 -3.89 3.22 0.27  -0.0884
C13 -5.22 2.63 0.67  -0.0866
N1 -2.86 0.13 -0.88  -0.8525
H39 -6.03 3.13 0.13  0.1736
H40 -0.66 -2.18 3.02  0.1800
H41 -3.08 2.70 0.79  0.1695
C14 -0.75 -1.38 3.76  -0.0857
C15 3.93 -3.05 -5.44  -0.0869

***

(2)
The following is a quantum chemistry calculation of a 7-piece molecular cluster, C15H41O11PS6 overall, from the OMol25 dataset.

**Lowest unoccupied orbital energy**: 0.579 eV

Each line ends with the Mulliken charge.
Element x y z (Å)
H1 0.94 4.84 -11.42  0.3760
O1 -3.83 3.10 -1.57  -0.4732
H2 6.42 1.37 0.11  0.3161
O2 5.21 -0.23 -2.01  -0.6170
S1 5.03 -0.43 -0.55  0.6141
H3 0.43 3.71 -1.62  -0.0250
C1 -5.03 -6.24 10.55  -0.9205
H4 -0.08 4.89 -9.94  0.2740
C2 -4.91 -4.15 8.90  -0.9195
H5 2.25 3.73 -4.45  0.3146
H6 1.17 6.14 -10.22  0.3160
H7 6.44 0.06 1.32  0.3627
H8 -1.81 -1.60 2.43  0.3140
H9 -4.88 -6.84 9.65  0.2972
C3 1.39 2.51 -9.84  -0.9072
C4 0.23 -5.34 5.31  -0.9913
H10 -0.19 -4.33 7.94  0.4411
C5 -2.87 2.76 -2.18  0.5650
O3 -2.90 2.40 -3.47  -0.3276
H11 -1.80 -3.60 7.79  0.1994
O4 -0.76 3.94 0.44  -0.6322
H12 2.92 0.47 -2.59  0.3004
S2 1.94 1.36 -4.55  0.3767
H13 0.37 2.50 -9.46  0.2731
H14 1.41 2.34 -10.92  0.3857
H15 -1.51 -1.54 4.18  -0.0505
O5 -2.71 -5.08 10.03  -0.5791
C6 -1.13 -4.34 7.38  -0.9013
H16 -4.64 -6.77 11.42  0.3150
C7 2.40 2.96 -5.22  -0.7997
O6 0.57 1.50 -3.98  -0.5625
H17 7.37 -0.10 -0.21  0.3104
H18 -1.59 -5.33 7.45  0.3289
H19 -4.77 -4.89 8.11  0.2937
S3 2.14 4.11 -9.49  0.4593
H20 -0.32 -6.26 5.51  0.3118
H21 4.10 1.39 -3.54  0.4046
C8 -2.55 3.89 -5.32  -0.1748
H22 6.43 -2.36 -0.63  0.3177
C9 6.47 0.29 0.25  -0.9727
O7 1.93 4.37 -8.04  -0.5666
H23 2.88 2.25 -2.55  0.2798
H24 -6.08 -6.01 10.70  0.3606
C10 3.08 1.37 -3.17  -0.9311
C11 -1.82 1.11 1.68  -0.6991
S4 -0.97 0.53 3.15  0.4560
H25 -4.44 -3.21 8.60  0.2966
H26 3.44 2.93 -5.54  0.3913
C12 -1.90 2.91 -4.36  0.3656
H27 4.69 -2.76 -0.66  0.3155
P1 -0.82 3.84 -1.02  0.5753
H28 -1.72 0.36 0.89  0.3140
S5 -0.81 -3.93 5.67  0.5392
H29 5.46 -2.29 0.88  0.3673
H30 1.76 3.18 -6.07  0.2073
O8 -2.09 -4.13 4.93  -0.6123
H31 -2.96 -0.75 3.51  0.3663
H32 1.13 -5.29 5.93  0.3584
C13 -1.91 -0.99 3.33  -0.5704
H33 -1.06 3.38 -3.85  -0.0548
O9 -2.04 4.20 -6.36  -0.4544
H34 -1.49 2.07 -4.93  0.2649
H35 0.51 -5.30 4.26  0.3276
O10 0.40 0.14 2.74  -0.6193
H36 1.99 1.75 -9.34  0.3053
H37 -5.97 -3.98 9.09  0.3965
C14 0.91 5.09 -10.36  -0.9234
H38 -2.87 1.28 1.91  0.4074
H39 -3.53 4.29 -4.99  0.3406
O11 -1.63 2.58 -1.62  -0.0465
H40 -1.36 2.05 1.37  0.0822
S6 -4.10 -4.71 10.40  0.4663
C15 5.45 -2.14 -0.20  -0.9921
H41 -1.40 4.97 -1.63  0.0728